The molecule C23H29N3O6S in a non-equilibrium geometry. Source: OMol25; level of theory: ωB97M-V with the def2-TZVPD basis set.

Output
- SMILES = CCOC(=O)CN(C(=O)CNC(=O)c1ccco1)[C@H](C(=O)NC1CCCCC1)c1cccs1
- energy above the lowest of the compared OMol25 structures with the same formula, charge and spin (kcal per mole) = 0.0
- Kohn-Sham gap (eV) = 9.20
- highest occupied orbital energy (eV) = -8.58
- E_tot (hartree) = -1907.797671

Element x y z (Å)
C1 -3.857 -2.670 2.532
C2 -4.091 -1.176 2.363
O1 -2.862 -0.444 2.434
C3 -2.126 -0.380 1.337
O2 -2.396 -0.910 0.290
C4 -0.895 0.491 1.568
N1 0.125 0.266 0.574
C5 0.363 1.051 -0.493
O3 1.342 0.901 -1.211
C6 -0.640 2.158 -0.820
N2 -1.946 1.646 -1.145
C7 -3.032 1.859 -0.368
O4 -3.000 2.526 0.654
C8 -4.255 1.209 -0.850
C9 -5.497 1.150 -0.268
C10 -6.291 0.354 -1.120
C11 -5.479 -0.010 -2.153
O5 -4.252 0.499 -2.001
C12 0.945 -0.935 0.800
C13 2.246 -0.558 1.547
O6 2.409 -0.870 2.710
N3 3.102 0.139 0.799
C14 4.379 0.626 1.272
C15 4.423 2.156 1.202
C16 4.421 2.652 -0.242
C17 5.591 2.049 -1.014
C18 5.514 0.526 -0.987
C19 5.519 0.014 0.451
C20 1.171 -1.699 -0.468
C21 0.205 -2.123 -1.329
C22 0.722 -2.861 -2.416
C23 2.070 -2.999 -2.356
S1 2.740 -2.219 -0.979
H1 -3.335 -2.866 3.465
H2 -4.812 -3.187 2.544
H3 -3.262 -3.051 1.706
H4 -4.699 -0.775 3.176
H5 -4.570 -0.968 1.401
H6 -1.243 1.528 1.567
H7 -0.488 0.278 2.561
H8 -0.757 2.858 0.012
H9 -0.230 2.697 -1.681
H10 -2.022 1.005 -1.920
H11 -5.783 1.622 0.649
H12 -7.319 0.090 -0.985
H13 -5.657 -0.608 -3.025
H14 0.371 -1.574 1.483
H15 2.823 0.392 -0.143
H16 4.459 0.300 2.315
H17 5.332 2.498 1.701
H18 3.568 2.566 1.743
H19 4.492 3.742 -0.250
H20 3.484 2.379 -0.732
H21 5.576 2.404 -2.046
H22 6.531 2.374 -0.560
H23 6.363 0.100 -1.524
H24 4.605 0.198 -1.494
H25 5.422 -1.073 0.461
H26 6.466 0.276 0.927
H27 -0.840 -1.910 -1.186
H28 0.113 -3.272 -3.201
H29 2.721 -3.508 -3.038

Results of the Mulliken charge analysis, in e, for atoms 1 through 6: atom 1 (C): -1.273, atom 2 (C): 0.114, atom 3 (O): -0.355, atom 4 (C): 0.876, atom 5 (O): -0.437, atom 6 (C): -1.830